A cluster of 2 separate species, C20H37FN2O2P in total, computed with ωB97M-V/def2-TZVPD.

Values from the calculation:
Charge   -1
Largest force on an atom   0.8 eV/Å
Gap between HOMO and LUMO   4.45 eV
HOMO level   -0.063 Ha
Multiplicity   1

Positions of all 63 atoms, in Å:
1 O -1.520 1.886 0.234
2 P -0.952 3.433 0.170
3 C -2.244 4.187 -0.937
4 C -2.065 4.089 -2.457
5 C -1.368 5.279 -3.078
6 F -2.011 6.459 -2.720
7 C 0.514 3.194 -0.925
8 C 0.888 1.733 -1.277
9 C 0.730 1.383 -2.765
10 C 0.304 -0.059 -3.044
11 N -1.000 -0.391 -2.508
12 C -1.273 -1.237 -1.470
13 C -2.641 -1.260 -1.293
14 C -3.212 -0.400 -2.267
15 C -2.170 0.120 -3.009
16 H -2.164 1.840 0.943
17 H -2.416 5.215 -0.632
18 H -3.150 3.638 -0.680
19 H -1.573 3.165 -2.752
20 H -3.055 4.055 -2.919
21 H -1.397 5.195 -4.165
22 H -0.324 5.370 -2.781
23 H 1.336 3.633 -0.366
24 H 0.441 3.772 -1.844
25 H 1.942 1.606 -1.034
26 H 0.357 1.029 -0.654
27 H 0.020 2.076 -3.222
28 H 1.682 1.562 -3.267
29 H 1.035 -0.738 -2.613
30 H 0.277 -0.206 -4.123
31 H -0.485 -1.758 -0.941
32 H -3.156 -1.834 -0.544
33 H -4.254 -0.182 -2.419
34 H -2.193 0.787 -3.851
35 C 1.772 -4.571 2.799
36 C 0.817 -3.521 2.199
37 C 0.081 -2.804 3.343
38 C 0.931 -1.808 4.139
39 C 2.048 -1.180 3.292
40 C 1.791 -1.239 1.783
41 N 1.621 -2.612 1.373
42 O 1.349 -2.694 -0.008
43 C 3.043 -0.708 1.082
44 C 0.617 -0.343 1.378
45 C -0.237 -4.256 1.382
46 H 2.280 -5.101 1.992
47 H 1.238 -5.309 3.415
48 H 2.534 -4.098 3.421
49 H -0.774 -2.270 2.919
50 H -0.350 -3.550 4.021
51 H 0.273 -1.022 4.524
52 H 1.365 -2.289 5.020
53 H 2.205 -0.142 3.605
54 H 2.992 -1.698 3.490
55 H 3.887 -1.371 1.274
56 H 3.295 0.296 1.450
57 H 2.888 -0.656 0.005
58 H 0.781 0.716 1.610
59 H -0.322 -0.642 1.847
60 H 0.491 -0.436 0.306
61 H -0.787 -4.946 2.034
62 H 0.217 -4.828 0.576
63 H -0.949 -3.558 0.938

=====

A structure of composition C20H39NO3PPdSi2Te, computed with ωB97M-V/def2-TZVPD.

Values from the calculation:
Charge   +1
ΔE to the lowest compared entry with this formula, charge and spin   19.2 kcal per mole
Largest force on an atom   0.8 eV/Å
Gap between HOMO and LUMO (spin up / spin down)   8.42 / 5.52 eV
HOMO level (spin up / spin down)   -0.393 / -0.422 Ha
Multiplicity   3

Positions of all 68 atoms, in Å:
1 Pd -1.011 -0.003 0.398
2 C -3.968 1.995 0.116
3 P -2.967 0.776 -0.772
4 C -2.302 1.739 -2.172
5 C -4.103 -0.363 -1.599
6 H -4.553 2.577 -0.599
7 H -3.322 2.670 0.677
8 H -4.630 1.483 0.808
9 H -3.120 2.202 -2.729
10 H -1.755 1.084 -2.850
11 H -1.637 2.532 -1.826
12 H -4.592 0.164 -2.421
13 H -4.840 -0.724 -0.890
14 H -3.558 -1.216 -2.000
15 O -4.278 -0.875 1.364
16 C -3.394 -1.493 1.915
17 N -2.051 -1.421 1.579
18 C -1.325 -2.135 2.501
19 O -0.099 -2.147 2.566
20 C -2.263 -2.836 3.419
21 C -2.036 -3.705 4.466
22 C -3.155 -4.167 5.152
23 C -4.439 -3.758 4.799
24 C -4.654 -2.872 3.746
25 C -3.536 -2.431 3.068
26 H -1.036 -4.015 4.736
27 H -3.030 -4.857 5.975
28 H -5.285 -4.135 5.357
29 H -5.646 -2.547 3.469
30 C 0.704 3.861 -3.880
31 Si 2.129 2.774 -3.358
32 C 3.127 2.189 -4.817
33 C 3.220 3.667 -2.134
34 C 1.394 1.210 -2.552
35 Te 1.027 1.308 -0.477
36 C 2.860 0.513 0.171
37 Si 3.250 -1.320 -0.204
38 C 1.701 -2.363 -0.153
39 C 4.464 -1.817 1.119
40 C 4.040 -1.426 -1.899
41 H 1.048 4.652 -4.546
42 H 0.235 4.346 -3.021
43 H -0.061 3.294 -4.411
44 H 3.608 3.025 -5.323
45 H 2.509 1.670 -5.551
46 H 3.911 1.501 -4.496
47 H 3.610 4.576 -2.591
48 H 4.081 3.066 -1.837
49 H 2.687 3.970 -1.230
50 H 2.065 0.362 -2.684
51 H 0.444 0.955 -3.020
52 H 2.859 0.692 1.246
53 H 3.621 1.153 -0.281
54 H 1.407 -2.636 0.860
55 H 1.874 -3.280 -0.719
56 H 0.839 -1.864 -0.618
57 H 3.960 -1.940 2.078
58 H 5.252 -1.074 1.247
59 H 4.944 -2.763 0.870
60 H 3.299 -1.451 -2.699
61 H 4.610 -2.354 -1.971
62 H 4.734 -0.609 -2.100
63 C 0.519 1.041 3.707
64 O 0.614 0.459 2.405
65 H 0.869 2.069 3.638
66 H 1.147 0.494 4.412
67 H -0.514 1.038 4.061
68 H 0.495 -0.513 2.504

=====

The ion N3O7S2 with charge -1 at a distorted geometry, computed with ωB97M-V/def2-TZVPD.

Values from the calculation:
Charge   -1
ΔE to the lowest compared entry with this formula, charge and spin   0.0 kcal per mole
Largest force on an atom   3.4 eV/Å
Gap between HOMO and LUMO   8.86 eV
HOMO level   -0.193 Ha
Multiplicity   1

Positions of all 12 atoms, in Å:
1 N 1.875 -1.954 0.098
2 N 1.096 -0.975 0.097
3 N -3.213 0.281 0.009
4 O 2.546 0.979 1.161
5 O 3.074 -1.590 -0.047
6 O -4.254 0.876 0.134
7 O -2.145 1.019 -0.065
8 O 2.491 0.753 -1.263
9 O 0.326 1.196 0.042
10 O -3.083 -0.920 -0.080
11 S -0.623 -0.150 -0.062
12 S 1.909 0.487 -0.026

=====

A cluster of 2 separate species, C5H10NO in total at a distorted geometry, computed with ωB97M-V/def2-TZVPD.

Values from the calculation:
Charge   +1
ΔE to the lowest compared entry with this formula, charge and spin   224.2 kcal per mole
Largest force on an atom   4.6 eV/Å
Gap between HOMO and LUMO (spin up / spin down)   5.73 / 5.73 eV
HOMO level (spin up / spin down)   -0.439 / -0.439 Ha
Multiplicity   1

Positions of all 17 atoms, in Å:
1 C -0.163 1.764 0.700
2 C 1.645 1.779 2.185
3 C 1.424 -0.105 0.520
4 C -2.444 -2.117 -2.430
5 C 0.918 1.142 1.010
6 N -1.235 -0.447 -1.341
7 O -2.289 -0.966 -1.568
8 H 2.734 1.761 1.830
9 H 1.402 2.674 2.812
10 H 1.417 0.970 2.926
11 H 2.521 -0.385 0.745
12 H 0.893 -0.982 0.738
13 H 1.261 -0.281 -0.577
14 H -3.191 -2.680 -1.983
15 H -1.492 -2.723 -2.419
16 H -2.521 -1.773 -3.489
17 H -0.881 2.368 0.343